104
Properties=species:S:1:pos:R:3:forces:R:3 method="wB97M-V/def2-TZVPD" lumo_energy_ev="-3.26 / -3.26" e_homo_ha="-0.35812 / -0.35869" relative_energy_kj_mol=20.3 multiplicity=2 total_charge=+1
Fe -0.05877 -0.52387 -0.12022 -0.14 0.03 0.04
S -0.05668 1.70886 0.24877 -0.06 -0.07 0.16
C 0.27776 1.66396 1.96120 -0.02 0.02 -0.06
N 0.58862 2.68444 2.70326 -0.05 0.01 0.03
N 0.64541 3.85427 2.12437 0.03 0.02 0.00
C 1.05604 5.00306 2.82259 -0.01 0.03 0.00
C 1.42105 4.94642 4.16217 -0.01 0.00 0.00
C 1.82324 6.10991 4.79888 0.00 0.00 0.00
C 1.86704 7.31764 4.11621 0.00 0.00 -0.01
C 1.50086 7.36013 2.77837 0.00 0.01 0.00
C 1.09446 6.20700 2.12825 0.00 -0.01 -0.01
N 0.14979 0.50392 2.68187 0.10 0.07 0.01
N -0.10492 -0.55246 2.06500 -0.01 -0.04 -0.06
C -0.41974 -1.61908 2.98474 -0.01 -0.06 0.01
C -0.40781 -2.93605 2.55553 0.09 0.00 0.04
C -0.70508 -3.96326 3.43926 -0.01 -0.02 -0.01
C -1.03804 -3.67756 4.75283 0.00 0.00 0.01
C -1.07601 -2.35424 5.17720 0.00 -0.01 0.00
C -0.77158 -1.32602 4.30398 -0.04 -0.02 0.01
H 0.43097 3.92889 1.13404 -0.02 0.04 0.01
H 1.38242 4.00467 4.68992 0.00 0.00 0.00
H 2.10522 6.06941 5.84271 0.00 0.00 0.00
H 2.18201 8.21919 4.62313 0.00 0.00 0.00
H 1.52893 8.29546 2.23563 0.00 0.00 0.00
H 0.80378 6.23978 1.08420 0.00 0.00 0.00
H -0.15351 -3.17261 1.53981 0.12 -0.02 -0.18
H -0.67305 -4.98760 3.09113 0.00 0.00 0.01
H -1.27331 -4.47678 5.44289 0.00 0.00 0.00
H -1.35035 -2.11960 6.19706 0.00 0.00 0.00
H -0.81110 -0.29824 4.63328 0.00 -0.02 0.00
C 4.99247 0.16137 1.82752 0.07 -0.08 0.00
N 3.62494 -0.32350 1.72940 -0.11 0.29 0.10
C 3.11751 -0.94298 2.94523 -0.08 0.05 0.05
C 2.82760 -0.04421 0.66229 0.16 -0.12 0.20
N 1.90013 -0.90771 0.22864 0.04 -0.21 -0.18
C 2.12960 -2.31755 0.28779 -0.12 0.04 -0.07
C 3.20774 -2.99489 0.85665 0.17 -0.14 -0.07
C 3.30721 -4.37872 0.77721 -0.01 0.03 -0.02
C 2.33574 -5.12575 0.13310 -0.02 0.02 -0.02
C 1.26672 -4.46428 -0.45105 0.04 -0.05 0.05
C 1.17280 -3.08211 -0.39002 -0.16 -0.06 0.09
N 0.07691 -2.40398 -0.99015 0.18 0.04 0.35
C -0.03454 -2.59458 -2.31357 -0.08 0.02 -0.10
N 1.01495 -2.96992 -3.08679 -0.04 -0.02 -0.02
C 2.36870 -2.49825 -2.86927 0.03 0.02 0.04
C 0.87834 -3.96662 -4.13525 -0.02 0.05 -0.01
N -1.20614 -2.44674 -2.95686 0.03 -0.07 0.02
C -1.25420 -1.94136 -4.32419 0.00 0.09 0.02
C -2.49285 -2.62336 -2.30510 -0.01 0.00 -0.13
N 3.05432 1.12157 0.03939 -0.06 0.09 -0.03
C 2.81206 1.36044 -1.37437 0.04 -0.08 -0.06
C 3.40780 2.32794 0.77193 0.02 0.07 -0.03
H 5.64893 -0.68482 2.04450 0.00 -0.01 0.00
H 5.11153 0.89126 2.63223 -0.01 -0.01 -0.01
H 5.30323 0.61200 0.88950 0.02 -0.04 0.02
H 3.88288 -1.59596 3.36679 -0.01 -0.01 -0.02
H 2.23676 -1.54256 2.74235 -0.03 0.02 0.02
H 2.86702 -0.17678 3.68407 0.01 0.00 0.00
H 4.00650 -2.46907 1.35093 -0.02 -0.03 -0.08
H 4.15593 -4.86734 1.23694 0.00 -0.01 -0.01
H 2.40725 -6.20392 0.08616 0.00 0.00 0.00
H 0.48760 -5.01340 -0.96784 0.00 -0.01 0.01
H 2.34935 -1.62241 -2.23053 -0.01 0.04 0.01
H 2.78907 -2.21136 -3.83540 0.00 0.01 0.01
H 3.00170 -3.26828 -2.41934 -0.01 -0.01 0.00
H -0.11237 -4.41143 -4.10741 -0.02 0.00 0.00
H 1.61692 -4.75407 -3.96642 0.00 0.00 0.00
H 1.05042 -3.53898 -5.12575 -0.01 0.00 -0.01
H -0.29406 -1.51441 -4.59955 0.02 -0.01 -0.01
H -1.99981 -1.14647 -4.36991 0.00 -0.01 0.00
H -1.53379 -2.71829 -5.03897 0.01 -0.01 0.01
H -2.75191 -1.77120 -1.68487 0.02 -0.09 -0.19
H -2.50273 -3.54676 -1.72597 0.03 0.04 0.01
H -3.25085 -2.70468 -3.08214 0.01 -0.07 -0.03
H 2.57209 0.43913 -1.88795 -0.01 -0.04 0.00
H 3.71406 1.80407 -1.80093 0.01 -0.02 -0.03
H 1.98142 2.04955 -1.51545 0.02 0.02 0.00
H 3.58211 2.12749 1.82399 -0.10 0.02 -0.04
H 2.58277 3.03830 0.69182 0.05 0.00 -0.07
H 4.29911 2.78369 0.33748 0.03 0.00 0.04
Br -5.07828 -0.10209 -1.32431 -0.40 0.00 -0.95
C -3.75790 1.07054 -2.03690 -0.05 0.06 -0.11
C -4.15176 2.32848 -2.46749 0.00 0.02 0.03
C -3.17823 3.13417 -3.03490 0.00 -0.01 0.01
C -1.88456 2.65045 -3.15520 -0.04 -0.02 -0.01
C -1.60711 1.38586 -2.66153 0.05 0.14 0.14
N -2.53115 0.60641 -2.09488 -0.05 0.08 -0.17
C -0.20716 0.82987 -2.79502 -0.10 -0.16 -0.35
O 0.45918 1.17136 -3.75662 0.04 0.09 0.19
O 0.19098 -0.05863 -1.94266 0.00 -0.08 0.05
H -5.17740 2.65018 -2.36628 -0.01 0.00 -0.01
H -3.43322 4.12386 -3.38995 0.00 0.00 0.00
H -1.09527 3.21836 -3.62514 0.01 0.00 0.00
Br -5.03644 1.50888 1.97777 0.03 0.01 0.02
C -4.05546 -0.00190 1.43976 0.24 -0.07 0.46
C -4.52886 -1.28171 1.67084 0.11 0.00 0.20
C -3.76184 -2.34021 1.22113 -0.05 0.05 0.02
C -2.55919 -2.08464 0.58752 0.05 0.02 0.18
N -2.10032 -0.84802 0.37799 0.05 0.19 0.07
C -2.85117 0.18098 0.79088 0.08 -0.05 0.30
H -5.46999 -1.44062 2.17915 -0.01 0.00 0.00
H -4.08030 -3.36250 1.36820 0.00 -0.01 0.01
H -1.92756 -2.88628 0.24061 0.01 0.03 0.04
H -2.47235 1.17325 0.59556 0.01 -0.01 0.04


105
Properties=species:S:1:pos:R:3:forces:R:3 method="wB97M-V/def2-TZVPD" lumo_energy_ev="0.25 / 0.25" e_homo_ha="-0.28887 / -0.28941" multiplicity=7
Tb -0.10209 0.41044 0.54120 0.05 0.82 -0.86
O 2.31596 -3.98561 3.09717 0.55 -0.13 -0.06
C 3.11599 -3.82802 2.00573 -0.27 -0.16 0.12
C 3.97154 -4.88081 1.68699 0.13 -0.10 -0.03
C 4.76631 -4.82338 0.55609 0.00 0.02 0.00
C 4.70513 -3.71577 -0.28773 -0.07 -0.03 0.06
C 3.86343 -2.66998 0.05036 0.14 0.05 0.01
C 3.09050 -2.68858 1.20599 -0.10 0.04 -0.20
C 2.22236 -1.49087 1.53366 0.19 0.24 -0.21
O 1.20932 -1.26961 0.64850 0.61 -0.27 0.16
N 3.11430 -0.29395 1.55033 -0.10 0.17 -0.36
N 2.46418 0.89658 1.46659 -0.21 -0.35 0.01
C 2.96840 1.91981 2.03155 0.09 0.31 0.03
C 2.50508 3.28433 1.74609 -0.04 -0.44 -0.21
Br 1.77879 3.52030 0.00837 0.08 0.12 -0.11
C 2.62268 4.34058 2.53864 0.07 0.20 0.39
C 3.05388 4.26861 3.94947 0.04 0.05 -0.10
C 3.88030 5.26607 4.47150 0.04 0.05 -0.01
C 4.30211 5.21623 5.79090 -0.02 -0.02 -0.01
C 3.89087 4.17397 6.61462 -0.02 0.00 -0.04
C 3.04718 3.19253 6.11218 0.01 0.03 -0.02
C 2.62552 3.24116 4.79001 -0.07 -0.09 0.00
H 1.47286 -3.53508 2.94711 -0.30 0.13 0.02
H 3.97852 -5.74988 2.33436 -0.01 0.05 -0.03
H 5.42163 -5.65525 0.32049 -0.04 0.06 0.01
H 5.30422 -3.67635 -1.18965 -0.01 0.00 0.03
H 3.79367 -1.78647 -0.57235 0.03 -0.02 0.00
H 1.86001 -1.59091 2.55396 -0.26 -0.11 0.28
H 3.83970 -0.34143 2.25650 0.07 0.08 0.18
H 3.83177 1.82103 2.69147 0.04 0.07 0.00
H 2.37350 5.31947 2.14390 0.00 -0.04 0.04
H 4.19959 6.08292 3.83030 -0.03 -0.07 0.06
H 4.94928 5.99353 6.17959 -0.02 -0.03 -0.02
H 4.21447 4.13688 7.64807 -0.01 0.00 -0.05
H 2.70026 2.39212 6.75357 0.01 0.02 -0.01
H 1.92341 2.50186 4.41495 0.06 0.07 0.02
N -6.09738 -2.88915 5.10369 0.12 0.05 -0.20
C -4.86785 -2.65203 4.50392 -0.05 -0.03 0.09
C -4.35204 -1.35347 4.43492 -0.11 -0.01 0.04
C -3.15040 -1.11027 3.80014 0.10 0.11 0.04
C -2.44809 -2.16640 3.23505 -0.08 0.03 0.08
C -2.93814 -3.46744 3.30042 0.02 0.12 -0.05
C -4.14441 -3.70486 3.93026 -0.04 -0.03 0.03
S -0.97397 -1.85132 2.34998 -0.52 -0.31 0.15
O -0.15348 -3.02478 2.50445 -0.13 -0.03 -0.14
O -0.42181 -0.58473 2.83521 -0.06 -0.09 -0.09
N -1.46779 -1.45565 0.86347 0.21 -1.36 -0.24
C -1.31400 -2.30952 -0.21256 -0.23 -0.06 0.47
N -1.24600 -1.67749 -1.40686 0.08 -0.22 0.33
C -1.04701 -2.46537 -2.46530 -0.01 0.41 -0.13
C -0.91437 -3.83197 -2.38833 -0.04 -0.08 0.01
C -1.06038 -4.37722 -1.12105 0.00 0.08 0.24
N -1.27520 -3.64081 -0.04189 -0.04 0.06 -0.13
H -6.43549 -2.18759 5.73777 0.01 0.03 0.05
H -6.28383 -3.83051 5.39911 0.01 -0.06 0.03
H -4.90167 -0.53496 4.88867 0.04 -0.04 -0.03
H -2.73994 -0.10371 3.75535 -0.05 -0.12 -0.02
H -2.36972 -4.27410 2.85121 -0.05 0.05 0.04
H -4.53735 -4.71480 3.98849 0.03 0.05 -0.01
H -0.99605 -1.96299 -3.42562 0.04 0.02 0.01
H -0.74209 -4.44128 -3.26354 0.00 0.02 0.03
H -1.01002 -5.45125 -0.96583 -0.02 0.04 0.01
C 3.94507 0.42805 -2.44206 -0.22 -0.01 0.04
C 2.59325 0.41228 -1.88230 0.51 0.17 -0.15
N 1.55527 0.47549 -1.40926 0.04 -0.08 -0.19
H 4.42218 -0.54018 -2.31605 -0.03 -0.06 0.02
H 4.53053 1.18355 -1.91942 -0.04 0.01 0.02
H 3.90708 0.67514 -3.50173 -0.03 0.01 0.01
I -1.04608 2.57985 2.29131 -0.25 0.52 0.50
C -2.79969 0.06901 -5.65358 -0.02 0.04 -0.05
C -1.32068 0.13909 -5.29514 -0.03 0.12 -0.16
N -0.64656 1.29702 -5.88871 0.07 -0.07 0.08
C -0.09601 1.12285 -7.23451 -0.02 -0.03 0.13
C 1.36572 0.69407 -7.20225 0.02 -0.01 0.02
C -0.63294 2.54660 -5.34389 0.00 0.07 -0.12
O -0.22690 3.52847 -5.95184 -0.05 -0.23 0.09
C -1.13534 2.70775 -3.93597 0.04 0.05 -0.11
C -2.12249 3.64032 -3.66032 -0.09 0.03 -0.06
C -2.51055 3.82484 -2.34595 -0.03 0.05 0.01
C -1.89194 3.08409 -1.35222 0.06 0.10 0.08
N -0.91680 2.20701 -1.60107 0.19 -0.07 -0.01
C -0.55015 2.04187 -2.87184 -0.08 -0.08 0.12
H -3.24842 -0.85169 -5.27082 0.04 0.07 -0.02
H -2.94047 0.09369 -6.73753 -0.01 -0.01 0.08
H -3.33422 0.91784 -5.21918 0.03 -0.06 -0.03
H -0.80240 -0.75137 -5.65588 0.04 -0.01 -0.02
H -1.20761 0.15185 -4.21729 0.02 0.01 0.08
H -0.19469 2.06503 -7.76366 -0.04 0.08 -0.03
H -0.70652 0.37828 -7.74800 -0.01 -0.01 -0.03
H 1.95661 1.44596 -6.67374 -0.02 -0.06 -0.05
H 1.76353 0.59599 -8.21684 -0.06 0.00 0.11
H 1.48617 -0.26859 -6.69479 0.00 0.09 -0.03
H -2.56746 4.20816 -4.46939 0.02 0.00 0.04
H -3.27854 4.54049 -2.08156 0.03 -0.03 -0.01
H -2.16340 3.20879 -0.31048 0.00 -0.04 -0.05
H 0.25358 1.34049 -3.04960 -0.01 -0.01 0.00
C -5.19613 0.60646 -0.12279 -0.06 0.02 -0.02
C -3.88043 0.64108 0.62860 -0.03 -0.05 -0.23
O -2.76748 0.65250 -0.27280 -0.12 0.16 0.05
H -6.03312 0.68854 0.57741 0.07 -0.03 -0.08
H -5.31169 -0.33128 -0.67693 0.01 0.07 0.04
H -5.25233 1.43654 -0.83209 -0.02 -0.05 0.05
H -3.79606 -0.21245 1.29792 0.02 -0.12 0.13
H -3.78833 1.54471 1.22204 0.04 0.11 0.06
H -2.79967 -0.15111 -0.80741 0.11 -0.06 -0.04